{
  "formula": "C3H6FO2P",
  "method": "the ωB97M-V functional and the def2-TZVPD basis",
  "smiles": "CP(O)F.C=C=O",
  "spin_multiplicity": 1,
  "orbital_gap_ev": 9.722,
  "lumo_energy_ev": 0.6958,
  "total_energy_ev": -19309.23543,
  "e_homo_ha": -0.3317,
  "total_charge": 0,
  "elements": ["C", "P", "O", "F", "H", "H", "H", "H", "C", "C", "O", "H", "H"],
  "xyz": [[-1.67737, 0.84619, 2.14983], [-0.89666, 0.38447, 0.51146], [-1.09348, -1.19524, 0.56690], [0.60737, 0.30907, 1.01755], [-2.66071, 0.40510, 2.17192], [-0.96594, 0.41176, 2.75490], [-1.72961, 1.96093, 2.16151], [-1.21911, -1.34876, -0.32665], [2.47622, -0.22475, -2.25893], [1.23500, -0.41922, -2.02568], [0.08958, -0.72880, -2.03834], [2.85050, -1.08409, -2.75714], [2.98419, 0.68332, -1.92735]],
  "nbo_charge": [-0.98, 1.34, -0.97, -0.59, 0.24, 0.23, 0.23, 0.49, -0.76, 0.72, -0.51, 0.27, 0.27]
}